Entry from the Open Molecules 2025 dataset: a cluster of 19 separate species, C56H164N14O19 in total in a non-equilibrium geometry (ωB97M-V/def2-TZVPD).

Its lowest unoccupied orbital energy is 0.42 eV. The highest occupied orbital energy is -8.796 eV. The electronic energy is -4427.7488 Ha. The value obtained for the relative energy (zero: lowest compared OMol25 entry of this formula, charge and spin) is 0.0 kcal per mole.

Structure (XYZ):
```
253
Properties=species:S:1:pos:R:3:mulliken_charge:R:1
C -26.973 9.977 -6.948 -0.936
C -27.356 8.688 -6.219 1.830
C -27.708 7.414 -7.085 -0.949
O -28.366 6.406 -6.382 -0.407
C -29.672 6.680 -5.896 -0.596
N -26.493 8.356 -5.142 -0.536
H -25.964 10.009 -7.357 0.310
H -27.135 10.918 -6.422 -0.269
H -27.615 10.119 -7.818 0.516
H -28.270 8.990 -5.708 -1.181
H -26.879 6.930 -7.602 0.319
H -28.376 7.712 -7.894 0.423
H -29.685 7.378 -5.059 0.140
H -30.148 5.772 -5.527 0.369
H -30.339 7.209 -6.578 0.316
H -25.529 8.251 -5.426 0.265
H -26.645 7.431 -4.767 0.235
C -24.154 12.956 -8.855 -0.303
C -24.484 13.373 -10.308 0.324
C -25.788 14.075 -10.600 -1.173
O -26.018 15.159 -9.776 -0.330
C -27.252 15.207 -9.045 -0.420
N -23.395 14.158 -10.864 -0.787
H -24.894 12.220 -8.542 -0.103
H -24.273 13.856 -8.252 0.010
H -23.103 12.668 -8.811 0.323
H -24.552 12.394 -10.784 0.408
H -26.651 13.410 -10.635 0.567
H -25.742 14.573 -11.569 0.370
H -28.095 15.090 -9.725 0.454
H -27.400 16.142 -8.505 -0.138
H -27.257 14.351 -8.369 0.278
H -22.583 13.706 -10.466 0.297
H -23.458 15.061 -10.417 0.286
C -30.767 9.690 -4.279 -1.099
C -30.658 11.057 -4.899 0.431
C -32.045 11.793 -4.981 -0.665
O -32.805 11.054 -5.965 -0.306
C -34.010 11.602 -6.415 -0.790
N -29.794 11.797 -4.027 1.345
H -29.811 9.188 -4.132 -0.077
H -31.406 9.053 -4.891 0.441
H -31.226 9.710 -3.291 0.307
H -30.170 10.916 -5.863 0.334
H -32.013 12.794 -5.413 0.296
H -32.482 11.845 -3.984 0.293
H -34.717 11.453 -5.599 0.332
H -34.350 11.132 -7.338 0.246
H -34.094 12.679 -6.560 0.271
H -29.626 12.763 -4.268 -0.786
H -28.942 11.324 -3.761 -0.224
C -27.333 9.006 -0.665 -1.708
C -27.170 10.498 -0.304 1.520
C -26.747 10.565 1.195 -1.139
O -27.912 10.400 1.970 -0.360
C -27.699 10.088 3.355 -0.901
N -26.186 11.069 -1.129 0.171
H -26.484 8.420 -0.316 0.350
H -27.397 8.891 -1.747 0.339
H -28.225 8.517 -0.274 0.381
H -28.078 11.094 -0.397 -0.321
H -26.288 11.495 1.529 0.313
H -25.953 9.866 1.457 0.740
H -28.603 10.098 3.964 0.277
H -27.067 10.831 3.841 0.332
H -27.206 9.132 3.538 0.323
H -25.326 10.601 -0.882 0.239
H -26.000 12.009 -0.810 -0.233
C -25.798 17.836 -6.574 0.827
C -26.836 18.957 -6.640 0.417
C -27.386 19.306 -5.223 0.392
O -28.523 20.137 -5.426 -0.491
C -29.291 20.430 -4.294 -0.293
N -26.095 20.082 -7.156 -0.750
H -24.978 18.157 -5.932 -0.992
H -25.283 17.653 -7.517 0.405
H -26.249 16.884 -6.295 -0.340
H -27.621 18.687 -7.347 0.320
H -26.574 19.812 -4.700 0.168
H -27.710 18.449 -4.633 -0.102
H -28.727 21.023 -3.574 0.000
H -29.646 19.553 -3.753 0.027
H -30.210 20.927 -4.603 0.344
H -25.394 20.265 -6.452 -0.045
H -26.627 20.931 -7.025 0.367
C -25.933 22.170 -2.385 -0.827
C -25.801 21.633 -0.972 0.447
C -25.749 20.092 -0.763 -0.076
O -27.016 19.580 -1.056 -0.474
C -27.039 18.182 -1.157 0.258
N -24.690 22.305 -0.273 -0.778
H -25.058 21.780 -2.905 0.198
H -25.937 23.259 -2.419 0.516
H -26.783 21.768 -2.937 -0.313
H -26.690 22.011 -0.467 0.205
H -25.457 19.906 0.271 0.257
H -25.033 19.631 -1.443 -0.067
H -26.851 17.745 -0.176 0.506
H -26.321 17.735 -1.844 -0.176
H -28.031 17.868 -1.483 -0.325
H -24.953 22.156 0.691 0.315
H -24.876 23.278 -0.473 0.276
C -28.450 15.209 2.056 -1.184
C -29.359 14.544 0.917 -0.021
C -29.994 15.688 -0.014 0.337
O -30.770 16.628 0.752 -0.490
C -31.427 17.451 -0.142 -0.558
N -28.573 13.582 0.113 0.005
H -27.667 14.532 2.396 0.397
H -29.026 15.588 2.900 0.367
H -27.889 16.044 1.637 0.040
H -30.161 13.882 1.242 0.543
H -30.630 15.205 -0.757 0.141
H -29.171 16.224 -0.485 -0.290
H -31.992 18.252 0.335 0.374
H -32.218 16.940 -0.689 0.291
H -30.735 18.098 -0.681 0.131
H -29.018 13.135 -0.676 -0.719
H -28.439 12.766 0.692 0.076
C -21.796 17.222 -7.671 0.318
C -20.948 17.535 -8.927 0.566
C -20.452 16.267 -9.735 -0.423
O -19.391 15.561 -9.104 -0.212
C -18.113 16.213 -9.214 -0.907
N -21.767 18.415 -9.629 -0.550
H -21.166 16.749 -6.918 -0.425
H -22.608 16.543 -7.929 0.320
H -22.166 18.078 -7.107 -0.249
H -20.044 18.131 -8.801 0.101
H -20.269 16.536 -10.775 0.542
H -21.265 15.541 -9.713 -0.461
H -17.825 16.074 -10.256 0.366
H -17.323 15.641 -8.727 0.288
H -18.154 17.272 -8.960 0.321
H -21.544 18.461 -10.613 0.285
H -22.716 18.070 -9.638 0.203
C -31.657 16.238 -4.001 -1.844
C -30.399 15.865 -4.708 1.612
C -30.076 16.730 -5.955 0.629
O -31.195 16.985 -6.749 -0.461
C -31.063 17.674 -7.956 -0.617
N -29.323 15.893 -3.702 0.575
H -31.671 17.302 -3.766 0.211
H -31.849 15.588 -3.148 0.435
H -32.497 16.009 -4.657 0.490
H -30.600 14.831 -4.990 -0.778
H -29.260 16.360 -6.576 -0.040
H -29.727 17.733 -5.706 -0.326
H -32.033 17.736 -8.449 0.272
H -30.465 17.076 -8.644 0.235
H -30.683 18.688 -7.834 0.224
H -28.556 15.270 -3.915 -0.533
H -29.686 15.449 -2.871 -0.354
C -20.917 22.243 -8.499 -1.370
C -22.176 22.163 -7.646 0.407
C -22.031 21.116 -6.573 -0.315
O -23.244 20.785 -5.927 -0.202
C -23.188 20.071 -4.676 0.016
N -22.497 23.563 -7.172 -0.649
H -20.115 22.729 -7.941 0.353
H -21.053 22.889 -9.367 0.374
H -20.608 21.246 -8.813 0.235
H -22.953 21.779 -8.307 0.295
H -21.433 21.527 -5.759 0.213
H -21.541 20.214 -6.940 -0.019
H -22.699 19.132 -4.937 0.326
H -24.216 19.857 -4.383 -0.680
H -22.819 20.636 -3.820 0.495
H -23.476 23.627 -6.931 0.277
H -21.874 23.886 -6.446 0.263
C -26.521 13.855 -5.262 0.223
C -26.195 14.028 -3.787 1.259
C -25.495 15.413 -3.505 -0.020
O -24.228 15.366 -4.205 0.482
C -23.412 16.549 -4.062 0.972
N -27.415 13.766 -3.029 2.332
H -26.290 12.812 -5.481 -0.917
H -25.876 14.476 -5.884 -0.166
H -27.536 14.034 -5.617 0.120
H -25.502 13.201 -3.631 0.809
H -25.321 15.525 -2.435 -0.572
H -26.078 16.232 -3.926 -0.572
H -22.478 16.383 -4.598 -0.797
H -23.256 16.527 -2.983 -0.135
H -23.851 17.507 -4.340 -0.358
H -27.691 12.848 -3.346 -0.976
H -26.998 13.636 -2.118 -1.362
C -20.712 12.610 -1.665 -1.288
C -22.118 12.450 -1.023 0.608
C -22.117 12.228 0.430 -0.515
O -21.418 11.090 0.910 -0.395
C -21.324 10.858 2.295 -0.782
N -22.973 13.573 -1.379 1.225
H -20.089 11.760 -1.389 0.646
H -20.156 13.491 -1.345 0.265
H -20.725 12.536 -2.753 -0.252
H -22.694 11.726 -1.598 0.408
H -23.157 12.056 0.707 0.156
H -21.626 13.069 0.917 0.392
H -22.234 11.108 2.839 0.298
H -20.584 11.484 2.794 0.305
H -21.025 9.825 2.473 0.273
H -23.907 13.273 -1.140 -0.654
H -23.100 13.661 -2.377 -0.458
C -19.570 15.331 -5.025 -0.571
C -18.655 15.571 -3.883 0.049
C -19.331 16.479 -2.789 -0.243
O -19.559 17.778 -3.241 -0.370
C -20.346 18.665 -2.423 -0.460
N -18.251 14.286 -3.283 -0.391
H -19.029 14.882 -5.858 0.572
H -19.950 16.327 -5.250 -0.104
H -20.372 14.692 -4.656 -0.200
H -17.713 15.969 -4.261 0.302
H -18.696 16.438 -1.903 0.444
H -20.251 15.949 -2.544 -0.051
H -21.254 18.185 -2.057 0.131
H -20.717 19.498 -3.019 0.111
H -19.859 19.073 -1.538 0.368
H -17.423 14.465 -2.732 0.262
H -18.070 13.518 -3.913 0.096
C -19.966 9.729 -5.293 -1.236
C -20.023 10.699 -6.525 0.205
C -21.109 11.759 -6.185 0.666
O -22.333 11.050 -6.018 -0.487
C -23.418 11.827 -5.470 0.523
N -18.712 11.234 -6.521 -0.695
H -20.956 9.289 -5.172 0.232
H -19.776 10.266 -4.363 0.324
H -19.374 8.850 -5.546 0.439
H -20.255 10.307 -7.515 0.322
H -21.254 12.538 -6.933 0.294
H -20.873 12.276 -5.256 -0.876
H -24.366 11.311 -5.625 -0.293
H -23.478 12.823 -5.908 0.153
H -23.278 11.926 -4.393 -0.053
H -18.566 11.661 -5.617 0.138
H -18.015 10.503 -6.480 0.299
O -24.847 16.231 0.379 -0.360
H -24.571 16.723 1.153 0.208
H -24.332 16.603 -0.337 -0.003
O -21.962 15.842 -0.302 -0.598
H -21.308 15.635 0.366 0.321
H -22.216 14.992 -0.661 0.252
O -25.778 13.759 -0.235 -0.158
H -25.505 14.645 0.004 0.352
H -26.728 13.761 -0.115 -0.609
O -27.316 10.795 -3.852 0.705
H -27.178 9.898 -4.155 -0.134
H -26.849 10.841 -3.018 -0.285
O -30.364 11.951 -1.330 -0.585
H -30.171 11.768 -2.250 0.160
H -31.295 11.748 -1.235 0.229
```